{
  "formula": "C24H43F6NNbO7",
  "method": "ωB97M-V/def2-TZVPD",
  "elements": ["C", "C", "C", "C", "C", "C", "C", "C", "C", "C", "Nb", "C", "C", "C", "N", "O", "C", "C", "C", "O", "O", "H", "H", "H", "H", "H", "H", "H", "H", "H", "H", "H", "H", "H", "H", "H", "H", "H", "H", "H", "H", "H", "H", "H", "H", "H", "H", "H", "H", "H", "H", "H", "H", "H", "C", "C", "O", "C", "O", "C", "F", "F", "F", "H", "H", "H", "H", "H", "C", "C", "O", "C", "O", "C", "F", "F", "F", "H", "H", "H", "H", "H"],
  "positions_angstrom": [[-1.6946, 1.3719, 5.3009], [-2.4231, 1.1237, 3.8835], [-3.6155, 2.1513, 3.5522], [-2.0520, 0.0615, 3.0108], [-3.0254, -0.4807, 1.8703], [-2.7351, -1.9790, 1.4048], [-1.3516, -2.1897, 0.6409], [-1.1432, -3.8043, 0.5328], [-1.3334, -1.6456, -0.8641], [0.1598, -1.6156, -1.5144], [0.2937, -0.0503, -3.1851], [2.5583, 0.1465, -3.0391], [3.3517, -0.4692, -4.3243], [4.3396, -1.6557, -3.9547], [4.6369, -2.1083, -2.5680], [4.9120, -2.3169, -4.8735], [-0.0976, 1.5481, -1.5961], [-1.4707, 2.3436, -1.9813], [-2.4544, 2.3841, -0.7111], [-3.6176, 1.9405, -0.8017], [-1.9424, 2.9867, 0.4898], [-0.8451, 0.6375, 5.4585], [-1.3627, 2.4718, 5.3784], [-2.5323, 1.2664, 6.0824], [-3.7988, 2.2862, 2.4415], [-4.5338, 1.8214, 4.1446], [-3.2896, 3.1606, 3.9950], [-0.9907, -0.3395, 3.1773], [-4.0801, -0.4849, 2.3349], [-3.0683, 0.2813, 1.0209], [-3.6093, -2.3233, 0.7516], [-2.7165, -2.6477, 2.3420], [-0.4385, -1.7696, 1.2009], [-0.4957, -4.2221, 1.3666], [-2.2118, -4.2354, 0.5627], [-0.7552, -4.0705, -0.5159], [-1.8252, -0.6293, -1.0043], [-1.9130, -2.4182, -1.4920], [0.9538, -1.3250, -0.7381], [0.4071, -2.6334, -1.9904], [0.1948, 1.2156, -4.4821], [-1.5170, -0.2760, -3.4003], [0.5391, -1.3318, -4.4460], [2.8270, 1.2703, -3.0532], [2.9748, -0.2472, -2.0479], [2.6421, -0.8544, -5.1303], [3.9917, 0.3358, -4.8370], [4.6084, -3.1364, -2.5958], [5.5738, -1.8052, -2.2788], [0.7785, 2.2621, -1.4383], [-0.3415, 0.9887, -0.6200], [-1.2231, 3.3857, -2.3611], [-2.0249, 1.7999, -2.8113], [-1.6424, 2.2577, 1.0808], [-8.2141, 6.3683, 5.0520], [-7.4048, 6.8206, 6.2527], [-6.7934, 5.7030, 6.9172], [-5.7135, 5.1784, 6.3078], [-5.2549, 5.5847, 5.2741], [-5.1399, 4.0248, 7.1240], [-6.0839, 3.1388, 7.4988], [-4.5500, 4.4564, 8.2576], [-4.2115, 3.3289, 6.4506], [-8.9522, 5.6195, 5.3496], [-8.7284, 7.2136, 4.5924], [-7.5788, 5.9025, 4.2956], [-8.0685, 7.2928, 6.9804], [-6.6496, 7.5621, 5.9780], [7.1348, -3.9708, -6.3551], [7.9426, -3.5367, -5.1491], [8.5764, -4.6632, -4.5128], [9.6597, -5.1568, -5.1353], [10.1121, -4.7213, -6.1618], [10.2513, -6.3202, -4.3459], [9.3202, -7.2274, -3.9906], [10.8377, -5.9042, -3.2046], [11.1902, -6.9891, -5.0369], [6.4094, -4.7372, -6.0723], [6.6057, -3.1228, -6.7901], [7.7724, -4.4092, -7.1269], [7.2743, -3.0927, -4.4086], [8.6854, -2.7769, -5.4087]],
  "total_charge": -1,
  "max_force_ev_per_a": 4.11,
  "e_tot_ev": -59255.04628,
  "lumo_ev": 1.888,
  "orbital_gap_ev": 6.861
}

{
  "formula": "C2HNO2",
  "method": "ωB97M-V/def2-TZVPD",
  "elements": ["C", "C", "N", "O", "O", "H"],
  "positions_angstrom": [[0.8057, -0.7874, -0.0191], [-0.2318, 0.1862, 0.0631], [1.5743, -1.6328, 0.0131], [-0.1916, 1.3564, 0.7587], [-0.1686, 1.3472, -0.6502], [-1.7879, -0.4697, -0.1656]],
  "max_force_ev_per_a": 5.34,
  "e_tot_ev": -7668.10388,
  "lumo_ev": -0.689,
  "orbital_gap_ev": 10.846,
  "de_lowest_kj_mol": 676.1
}

{
  "formula": "C24H43ClN4O2Sn",
  "method": "ωB97M-V/def2-TZVPD",
  "elements": ["Sn", "Cl", "C", "C", "N", "H", "N", "H", "C", "C", "C", "H", "H", "H", "H", "H", "H", "C", "H", "H", "H", "C", "C", "H", "H", "C", "H", "C", "H", "H", "H", "H", "H", "C", "H", "C", "N", "H", "N", "H", "C", "C", "C", "H", "H", "H", "H", "H", "H", "C", "H", "H", "H", "C", "C", "H", "H", "C", "H", "C", "H", "H", "H", "H", "H", "C", "H", "C", "C", "C", "O", "O", "H", "H", "H"],
  "positions_angstrom": [[-0.5821, -0.8784, -0.5035], [1.6785, -1.3879, 0.2607], [-0.2385, 0.7234, 5.3928], [0.3547, 1.3900, 3.3312], [0.6600, 0.5601, 4.3416], [-1.8719, 2.1581, 5.6069], [-0.7141, 2.0767, 3.7420], [-0.2450, 0.1448, 6.3036], [1.7525, -0.4274, 4.4037], [2.4134, -0.2930, 5.7721], [1.1963, -1.8314, 4.2257], [1.7491, -0.6473, 6.5731], [3.3319, -0.8959, 5.7983], [2.6900, 0.7556, 5.9463], [3.5722, -0.7958, 3.4045], [3.0812, 0.8981, 3.3441], [0.6641, -1.9544, 3.2731], [2.7146, -0.1271, 3.2878], [0.5518, -2.1200, 5.0613], [2.0465, -2.5212, 4.2347], [2.2605, -0.3215, 2.3106], [-1.0626, 1.7283, 5.0404], [-2.8867, 2.9705, 3.1558], [-3.2220, 3.0316, 4.1986], [-3.3676, 3.7696, 2.5791], [-1.3840, 3.1583, 3.0229], [-1.5114, 3.9745, 1.0773], [-0.9192, 4.4504, 3.6710], [0.1806, 4.4920, 3.6097], [-3.1782, 2.0108, 2.7097], [-1.3343, 2.2191, 1.0890], [-1.2427, 4.4695, 4.7185], [-1.3591, 5.3139, 3.1564], [-0.9954, 3.1387, 1.5663], [0.0783, 3.2744, 1.4310], [0.6391, -2.1402, -5.7220], [0.6747, -2.0865, -4.3474], [-0.2596, -0.7951, -7.1353], [-0.3608, -0.3405, -5.0013], [1.0047, -2.9353, -6.3311], [1.4819, -3.0019, -3.5506], [1.8782, -4.1904, -4.3941], [2.7342, -2.2668, -3.0935], [2.5332, -3.8918, -5.2190], [2.4252, -4.8824, -3.7468], [0.9923, -4.7059, -4.7775], [1.3453, -4.1135, -1.7607], [-0.1875, -4.0629, -2.6724], [2.4946, -1.3801, -2.4999], [0.6832, -3.4788, -2.3608], [3.3312, -1.9871, -3.9685], [3.3265, -2.9502, -2.4762], [0.3491, -2.6413, -1.7290], [-0.0055, -1.0438, -6.1315], [0.2433, 2.0051, -4.8356], [0.9837, 1.9227, -5.6381], [-0.1689, 3.0201, -4.8657], [-0.8935, 1.0192, -5.0693], [-2.2482, 2.2642, -4.0289], [-1.4692, 1.2623, -6.4527], [-2.2416, 0.5283, -6.7041], [0.7233, 1.8366, -3.8654], [-1.5557, 0.9859, -2.9867], [-0.6857, 1.2495, -7.2201], [-1.9342, 2.2538, -6.4677], [-1.9375, 1.2110, -3.9896], [-2.8227, 0.5988, -4.1887], [0.0513, -0.9779, -3.8723], [-2.5490, -1.5255, 3.3846], [-1.9706, -0.8699, 2.1585], [-2.3528, 0.2517, 1.7721], [-1.0324, -1.5705, 1.5552], [-2.3673, -2.6011, 3.3652], [-3.6252, -1.3443, 3.4378], [-2.0886, -1.1322, 4.2933]],
  "total_charge": -2,
  "max_force_ev_per_a": 2.13,
  "e_tot_ev": -53993.96870,
  "lumo_ev": [4.103, 4.093],
  "orbital_gap_ev": [1.342, 3.689]
}